No. 1
# C5H12N2O

An isolated molecule of C5H12N2O in a non-equilibrium geometry (wB97M-V/def2-TZVPD, the OMol25 dataset).

XYZ file:
```
20
Properties=species:S:1:pos:R:3:forces:R:3
C 1.223 0.334 -2.437 -0.5 -1.3 -0.1
N 0.034 -0.214 -1.739 1.0 0.1 0.5
C -0.372 0.559 -0.569 -0.6 -0.1 0.0
C 0.723 1.096 0.348 0.5 -0.3 -0.5
O 0.556 1.699 1.373 -0.3 0.2 0.0
C -1.433 -0.165 0.300 0.4 0.9 -0.1
C -1.011 -1.457 1.006 -0.1 -0.6 -1.0
N 0.151 -1.500 1.885 -0.3 0.1 0.1
H 2.199 0.016 -2.055 -0.1 0.2 0.5
H 1.160 1.416 -2.441 0.0 0.1 -0.4
H 1.204 -0.125 -3.428 -0.1 0.6 -0.3
H 0.207 -1.183 -1.504 0.0 -0.1 0.1
H -0.867 1.424 -1.036 0.0 0.2 0.6
H 1.758 0.859 0.021 0.0 0.0 0.0
H -1.757 0.609 0.998 -0.1 -0.2 0.2
H -2.272 -0.363 -0.367 -0.1 -0.2 0.1
H -0.791 -2.195 0.221 -0.2 0.0 -0.1
H -1.907 -1.847 1.486 0.1 -0.1 0.4
H 0.815 -0.808 1.593 0.4 0.1 0.1
H -0.048 -1.320 2.857 -0.2 0.2 0.0
```
Positions in Å, forces in eV/Å.

Calculated values
Gap between HOMO and LUMO = 9.740 eV
Multiplicity = 1
Energy above the lowest of the compared OMol25 structures with the same formula, charge and spin = 2.268 eV
Electronic energy = -382.4192 a.u.

***

No. 2
# C5H6O

An isolated molecule of C5H6O (wB97M-V/def2-TZVPD, the OMol25 dataset).

XYZ file:
```
12
Properties=species:S:1:pos:R:3:forces:R:3
C -1.237 2.254 0.360 0.2 -0.3 -0.2
C -0.498 1.394 -0.038 -0.3 0.6 -0.2
C 0.461 0.599 -0.771 0.2 0.2 0.0
O -0.047 -0.467 -1.558 -0.1 -0.1 -0.2
C 0.756 -0.802 -0.436 0.1 0.0 0.2
C 0.027 -1.420 0.730 -0.1 0.1 0.1
H -1.895 3.050 0.612 0.0 -0.1 0.2
H 1.195 1.232 -1.263 0.1 -0.2 0.0
H 1.749 -1.176 -0.702 -0.3 0.0 0.1
H -0.417 -0.606 1.321 0.1 -0.4 0.0
H 0.697 -2.004 1.366 -0.1 0.1 -0.1
H -0.791 -2.054 0.379 0.2 0.0 0.0
```
Positions in Å, forces in eV/Å.

Calculated values
Gap between HOMO and LUMO = 11.112 eV
Multiplicity = 1
Energy above the lowest of the compared OMol25 structures with the same formula, charge and spin = 2.833 eV
Electronic energy = -269.2421 a.u.

***

No. 3
# C30H34BiNO7S2

A structure of composition C30H34BiNO7S2 in a non-equilibrium geometry (wB97M-V/def2-TZVPD, the OMol25 dataset).

XYZ file:
```
75
Properties=species:S:1:pos:R:3:forces:R:3
C -0.016 -0.538 -4.772 0.5 -0.4 -1.1
C -0.519 -1.532 -3.675 -0.1 0.3 -0.5
C -0.191 0.887 -4.209 -0.2 0.0 0.1
C -1.317 0.743 -3.174 0.1 -1.1 -0.3
H -0.434 1.583 -5.020 0.1 -0.1 0.3
H 0.744 1.199 -3.715 -0.3 -0.1 -0.1
C -0.997 -0.666 -2.503 0.1 0.5 0.1
H 0.297 -2.214 -3.412 -0.2 0.1 0.1
H -1.367 -2.106 -4.080 0.3 0.0 0.1
C 0.088 -0.570 -1.412 -0.3 0.2 0.8
H -1.926 -1.066 -2.067 0.4 0.1 0.0
H -2.267 0.599 -3.718 0.2 -0.1 -0.1
C -1.504 1.881 -2.277 0.1 -0.1 -0.2
C 1.449 -0.681 -5.140 0.8 -1.3 1.5
C -0.788 -0.694 -6.103 -0.7 1.4 0.5
O -1.579 0.166 -6.447 0.7 -1.5 -0.3
O 2.275 -1.271 -4.457 -0.8 0.8 -0.9
O 1.771 -0.076 -6.295 0.1 0.1 0.2
O -0.563 -1.762 -6.902 -0.2 -0.4 0.1
C 0.187 -2.958 -6.542 -0.2 0.6 0.1
H 0.162 -3.184 -5.463 0.0 0.2 -0.5
H 1.221 -2.855 -6.904 -0.3 0.0 0.2
H -0.307 -3.763 -7.096 0.1 0.2 0.2
C 3.175 -0.113 -6.569 0.2 0.0 -0.1
H 3.731 0.395 -5.770 -0.1 -0.1 -0.3
H 3.294 0.403 -7.522 0.0 -0.1 0.1
H 3.524 -1.151 -6.632 -0.1 0.3 0.0
O -0.374 0.192 -0.343 -0.4 0.4 -0.5
H 1.014 -0.132 -1.840 -0.1 -0.1 0.0
H 0.363 -1.595 -1.081 -0.1 0.2 -0.2
C -2.840 2.149 -1.743 -0.5 0.1 0.5
C -0.384 2.752 -1.920 0.6 0.6 0.5
H 0.027 3.298 -2.785 0.0 0.0 0.1
H 0.443 2.184 -1.462 -0.2 0.1 -0.1
H -0.716 3.489 -1.176 0.2 -0.1 -0.2
H -2.772 2.459 -0.689 -0.2 -0.1 -0.2
H -3.484 1.263 -1.815 0.0 0.2 0.1
H -3.330 2.972 -2.292 -0.1 0.0 0.1
Bi -0.177 0.455 1.820 1.0 -1.5 0.0
C -1.648 -1.411 3.334 0.0 -0.6 -0.4
C -2.250 -1.376 2.017 0.5 -0.6 0.2
C -1.554 -2.331 1.208 -0.3 0.1 0.7
H -3.147 -0.822 1.736 0.3 -0.1 0.1
C -0.551 -2.937 2.003 -0.4 0.3 -0.1
C -0.592 -2.370 3.300 -0.8 0.2 -0.1
H 0.033 -2.654 4.146 -0.1 0.2 -0.3
H -2.016 -0.882 4.214 0.3 -0.1 -0.3
H -1.803 -2.593 0.180 0.2 0.2 0.2
H 0.112 -3.737 1.674 0.0 0.3 0.1
C 2.403 0.979 2.258 0.4 -0.6 -0.4
C 2.497 -0.191 3.094 -0.1 0.1 -0.7
C 2.658 -1.318 2.256 0.2 0.8 -0.1
H 2.524 -0.176 4.179 -0.3 0.0 -0.3
C 2.742 -0.874 0.907 0.0 0.7 0.2
C 2.608 0.543 0.889 0.0 -0.6 0.7
H 2.724 1.193 0.022 -0.2 -0.2 0.2
H 2.306 2.002 2.619 0.2 -0.3 -0.1
H 2.743 -2.350 2.588 -0.1 0.2 -0.1
H 2.936 -1.504 0.040 -0.2 0.1 0.2
O 2.048 3.344 6.707 0.5 0.2 0.2
S 1.636 2.104 6.100 -2.2 -0.7 -2.2
O 2.575 1.002 6.044 0.3 0.5 0.7
N 0.980 2.316 4.574 2.0 0.9 1.4
C -0.337 2.195 4.559 -0.4 -0.9 0.9
S -1.174 2.609 3.125 -0.9 0.3 -0.6
C -0.904 1.641 5.800 0.1 0.1 -1.0
C -2.163 1.091 6.075 -0.4 0.0 0.4
C -2.423 0.577 7.351 0.0 0.3 -0.6
C -1.442 0.592 8.355 0.3 0.1 0.1
C -0.161 1.077 8.059 -0.3 0.2 -0.3
C 0.083 1.584 6.786 0.3 -0.5 1.1
H -2.911 1.076 5.276 0.2 0.0 0.4
H -3.405 0.160 7.573 0.2 0.1 -0.1
H -1.682 0.234 9.359 0.1 0.0 -0.3
H 0.640 1.068 8.793 -0.1 -0.1 0.0
```
Positions in Å, forces in eV/Å.

Calculated values
Gap between HOMO and LUMO (alpha / beta) = 5.118 / 3.211 eV
Multiplicity = 1
Energy above the lowest of the compared OMol25 structures with the same formula, charge and spin = 0.000 eV
Net charge = -2
Electronic energy = -2755.8716 a.u.